Record 1
101
Properties=species:S:1:pos:R:3 method="wB97M-V/def2-TZVPD" homo_energy_ev="-12.5195 / -12.4099" e_lumo_ev="-5.7 / -5.7" de_lowest_kj_mol=96.88 multiplicity=2 gap_ev="6.84 / 6.70" s_squared=0.7730 charge=+2
Ti -0.349 0.224 -0.501
S -2.716 -0.329 0.057
C -2.358 -1.135 -1.426
N -1.090 -1.438 -1.701
C -0.963 -1.959 -2.989
C 0.225 -2.370 -3.591
C 0.170 -2.886 -4.872
C -1.047 -3.001 -5.549
C -2.231 -2.602 -4.960
C -2.176 -2.076 -3.674
S -3.481 -1.478 -2.686
H 1.166 -2.284 -3.063
H 1.079 -3.210 -5.361
H -1.062 -3.408 -6.551
H -3.170 -2.691 -5.489
C -2.315 -3.640 1.730
Si -1.075 -2.840 2.860
C 0.120 -4.043 3.652
C -1.887 -1.705 4.092
As 0.232 -1.282 1.534
Si 1.265 0.274 3.111
C 2.170 -0.752 4.382
C 2.441 1.276 2.048
C -0.088 1.302 3.883
H -2.969 -4.287 2.320
H -1.856 -4.247 0.949
H -2.937 -2.884 1.249
H -0.297 -4.356 4.613
H 1.098 -3.608 3.858
H 0.248 -4.936 3.040
H -2.632 -2.296 4.634
H -2.417 -0.876 3.621
H -1.190 -1.298 4.825
H 2.935 -1.386 3.933
H 1.501 -1.371 4.982
H 2.677 -0.066 5.066
H 2.479 0.987 0.993
H 3.460 1.188 2.431
H 2.160 2.330 2.067
H -0.249 1.010 4.922
H -1.045 1.253 3.365
H 0.215 2.352 3.869
C 2.458 6.255 -0.931
C 2.755 4.814 -0.546
C 1.593 3.864 -0.835
C 0.386 4.088 0.074
Ge -0.975 2.654 0.241
C -2.493 3.052 -1.000
C -2.520 4.470 -1.556
C -3.738 4.753 -2.437
C -3.705 4.006 -3.763
H 3.282 6.918 -0.670
H 1.567 6.630 -0.425
H 2.286 6.346 -2.006
H 2.993 4.762 0.522
H 3.648 4.468 -1.074
H 1.946 2.830 -0.758
H 1.286 4.000 -1.880
H -0.170 4.972 -0.241
H 0.733 4.307 1.090
H -1.568 2.829 1.657
H -3.396 2.847 -0.418
H -2.533 2.327 -1.822
H -1.611 4.657 -2.145
H -2.491 5.190 -0.733
H -3.799 5.827 -2.627
H -4.645 4.491 -1.884
H -2.783 4.227 -4.307
H -4.538 4.291 -4.406
H -3.761 2.924 -3.627
C -0.264 -5.298 -1.123
C 0.696 -4.192 -0.741
N 1.594 -4.651 0.333
C 2.364 -3.888 1.085
S 2.328 -2.130 1.012
N 3.334 -4.402 1.820
C 3.751 -5.812 1.828
C 2.911 -6.696 2.733
H -0.934 -4.942 -1.905
H -0.868 -5.624 -0.277
H 0.266 -6.165 -1.521
H 0.172 -3.299 -0.403
H 1.308 -3.909 -1.598
H 1.744 -5.651 0.384
H 3.817 -3.749 2.418
H 4.793 -5.812 2.144
H 3.755 -6.163 0.793
H 2.944 -6.343 3.763
H 3.301 -7.712 2.710
H 1.866 -6.737 2.425
Br -0.177 2.688 -5.632
C 0.759 1.714 -4.342
C 1.998 1.148 -4.623
C 2.657 0.446 -3.628
C 2.060 0.328 -2.388
N 0.874 0.885 -2.118
C 0.223 1.561 -3.076
H 2.436 1.267 -5.605
H 3.626 0.002 -3.809
H 2.549 -0.201 -1.577
H -0.718 2.027 -2.804

Record 2
94
Properties=species:S:1:pos:R:3 method="wB97M-V/def2-TZVPD" homo_energy_ev="-2.0490 / -2.0475" e_lumo_ev="2.6 / 2.6" gap_ev="4.69 / 4.69" charge=-1
Bi -0.691 0.643 1.729
Cl -0.347 2.206 3.717
P -0.299 0.054 -1.275
C 1.442 0.251 1.306
H 1.944 0.753 0.468
H 2.119 -0.263 2.009
C -2.137 0.318 -1.634
C 0.070 -1.793 -1.260
C -2.624 0.206 -3.082
H -2.608 -0.505 -1.058
C -4.158 0.269 -3.116
H -2.215 1.033 -3.683
H -2.281 -0.731 -3.548
C -4.741 1.485 -2.380
H -4.490 0.267 -4.160
H -4.544 -0.647 -2.654
C -4.123 1.724 -1.004
H -4.572 2.376 -2.995
H -5.824 1.362 -2.277
C -2.593 1.670 -1.044
H -4.439 2.693 -0.601
H -4.476 0.956 -0.304
H -2.203 2.496 -1.660
H -2.210 1.840 -0.024
C 0.675 0.751 -2.725
C 1.591 -2.018 -1.355
H -0.229 -2.067 -0.229
C 1.953 -3.505 -1.251
H 1.979 -1.619 -2.305
H 2.069 -1.444 -0.548
C 1.107 -4.402 -2.159
H 3.016 -3.632 -1.491
H 1.823 -3.822 -0.209
C -0.399 -4.128 -2.074
H 1.429 -4.257 -3.197
H 1.298 -5.454 -1.914
C -0.746 -2.645 -2.237
H -0.933 -4.710 -2.835
H -0.770 -4.457 -1.095
H -0.547 -2.339 -3.275
H -1.823 -2.494 -2.065
C 0.399 2.256 -2.865
H 1.723 0.628 -2.385
C 1.337 2.902 -3.890
H -0.645 2.412 -3.179
H 0.517 2.752 -1.889
C 1.341 2.168 -5.237
H 1.040 3.949 -4.033
H 2.354 2.910 -3.472
C 1.495 0.649 -5.116
H 0.392 2.379 -5.745
H 2.140 2.568 -5.870
C 0.547 0.033 -4.077
H 1.314 0.169 -6.087
H 2.526 0.406 -4.826
H -0.484 0.116 -4.447
H 0.759 -1.041 -3.980
C 1.614 4.061 0.213
C 2.691 3.233 0.125
H 0.981 4.267 -0.658
C 3.590 2.940 1.287
H 2.950 2.751 -0.827
C 2.994 3.359 2.643
H 3.854 1.878 1.307
H 4.530 3.501 1.170
C 2.308 4.729 2.533
H 2.271 2.609 3.000
H 3.803 3.423 3.386
C 1.206 4.766 1.469
H 1.915 5.031 3.512
H 3.085 5.457 2.243
H 0.290 4.334 1.890
H 0.968 5.814 1.251
C -0.939 -0.934 5.824
C -0.039 -1.895 5.049
C 0.850 -2.563 6.066
O 0.782 -1.136 4.146
B 0.111 -1.184 2.939
O -0.810 -2.218 2.813
C -0.828 -2.874 4.099
C -0.132 -4.218 3.924
C -2.259 -3.145 4.510
H -0.307 -0.170 6.293
H -1.455 -1.472 6.627
H -1.676 -0.416 5.200
H 1.407 -1.804 6.622
H 0.233 -3.102 6.796
H 1.549 -3.274 5.620
H -0.205 -4.815 4.842
H -0.634 -4.796 3.138
H 0.930 -4.109 3.661
H -2.836 -2.225 4.662
H -2.767 -3.766 3.764
H -2.272 -3.713 5.450

Record 3
99
Properties=species:S:1:pos:R:3 method="wB97M-V/def2-TZVPD" homo_energy_ev=-9.2648 e_lumo_ev=0.0 smiles="CCCCCC(=O)O[C@](I)(N=C=O)[C@@H](F)CC.C1CCOC1.C1CCOC1.C1CCOC1.C1CCOC1.C1CCOC1" gap_ev=9.30 charge=0
C -3.563 4.182 0.915
C -4.198 2.910 0.168
C -3.864 1.667 1.113
C -4.430 0.291 0.577
C -3.438 -0.939 0.682
C -2.866 -1.190 2.124
O -2.143 -0.375 2.650
O -3.199 -2.334 2.904
C -2.366 -3.461 2.627
I -3.018 -4.614 0.858
N -2.576 -4.421 3.776
C -2.557 -3.691 4.810
O -2.127 -3.116 5.725
C -0.806 -3.141 2.590
F -0.147 -4.329 3.066
C -0.205 -2.852 1.161
C 0.842 -1.642 1.344
H -3.711 5.132 0.337
H -2.467 3.963 1.077
H -4.018 4.238 1.953
H -3.599 2.785 -0.784
H -5.299 3.020 -0.022
H -2.754 1.675 1.299
H -4.405 1.876 2.091
H -5.408 0.001 1.049
H -4.649 0.433 -0.525
H -2.645 -0.874 -0.115
H -4.050 -1.861 0.424
H -0.505 -2.334 3.321
H -0.981 -2.449 0.446
H 0.366 -3.728 0.747
H 1.535 -1.554 0.465
H 0.247 -0.683 1.461
H 1.394 -1.756 2.329
C -3.710 1.356 -4.955
C -4.983 0.695 -4.465
C -4.638 0.377 -3.023
O -3.714 1.387 -2.584
C -3.263 2.128 -3.727
H -3.853 1.992 -5.829
H -2.968 0.591 -5.206
H -5.810 1.410 -4.502
H -5.269 -0.187 -5.037
H -4.139 -0.594 -2.938
H -5.515 0.375 -2.374
H -3.730 3.119 -3.690
H -2.180 2.252 -3.680
C 3.009 3.205 -0.412
C 2.358 3.150 0.955
C 1.258 2.126 0.740
O 1.733 1.213 -0.260
C 2.915 1.759 -0.862
H 4.032 3.580 -0.396
H 2.420 3.843 -1.078
H 3.076 2.779 1.692
H 1.981 4.113 1.301
H 0.345 2.597 0.359
H 1.013 1.577 1.652
H 3.773 1.177 -0.507
H 2.852 1.660 -1.948
C 7.230 1.481 3.187
C 7.402 2.770 3.968
C 6.641 3.761 3.105
O 5.591 3.029 2.460
C 5.823 1.624 2.647
H 7.366 0.582 3.789
H 7.945 1.450 2.360
H 6.920 2.677 4.946
H 8.443 3.054 4.126
H 7.283 4.185 2.326
H 6.212 4.581 3.687
H 5.082 1.255 3.365
H 5.682 1.100 1.701
C 8.794 -1.093 -1.200
C 7.560 -1.962 -1.062
C 6.990 -1.490 0.263
O 7.349 -0.107 0.400
C 8.322 0.219 -0.602
H 9.146 -0.991 -2.227
H 9.609 -1.507 -0.598
H 6.858 -1.741 -1.871
H 7.772 -3.032 -1.077
H 7.431 -2.036 1.104
H 5.904 -1.592 0.313
H 7.831 0.845 -1.355
H 9.135 0.791 -0.151
C -6.739 -4.539 -3.140
C -6.924 -3.907 -1.774
C -6.079 -2.652 -1.893
O -6.114 -2.258 -3.271
C -6.684 -3.322 -4.045
H -7.532 -5.236 -3.412
H -5.786 -5.075 -3.174
H -7.975 -3.637 -1.629
H -6.620 -4.548 -0.947
H -5.035 -2.849 -1.626
H -6.450 -1.836 -1.269
H -7.687 -3.012 -4.355
H -6.080 -3.490 -4.939

| no. | E_tot (Eh) | molar mass (g/mol) |
| --- | --- | --- |
| 1 | -10943.8189 | 913.5 |
| 2 | -2406.9352 | 748.0 |
| 3 | -2269.4672 | 717.7 |